# 1
Density functional theory data (ωB97M-V with the def2-TZVPD basis set) for C26H58Be2CsN2O16 as an isolated structure in a non-equilibrium geometry.

Geometry as XYZ:
```
105
Properties=species:S:1:pos:R:3:mulliken_charge:R:1
Be -6.307 14.495 24.652 1.3252
Be -5.609 18.059 24.681 1.1567
Cs -9.910 16.378 26.985 1.0847
C -8.538 16.358 23.813 -0.3937
O -7.348 16.553 23.615 -0.1851
O -9.402 17.235 23.846 -0.9671
O -8.803 15.199 24.191 -0.5359
C -3.314 16.214 24.894 0.3783
O -4.255 15.966 24.163 0.3173
O -2.695 15.292 25.431 -1.1043
O -3.278 17.354 25.363 -0.7958
C -6.433 16.987 27.446 0.1622
O -6.209 18.183 27.174 -0.7478
O -6.534 16.270 26.458 -0.6676
O -6.695 16.606 28.601 -0.7411
C -4.373 10.675 25.470 -0.6416
C -3.457 11.813 24.971 -0.3517
O -4.130 13.003 24.850 -0.0715
H -4.916 10.953 26.374 0.0231
H -3.849 9.730 25.611 0.4594
H -5.205 10.583 24.772 -0.0500
H -3.029 11.654 23.981 0.2266
H -2.527 11.924 25.529 0.4156
H -3.559 13.738 25.086 0.1191
C -11.890 11.822 25.287 -1.0276
C -11.672 13.086 24.471 -0.2824
O -10.354 13.059 23.908 -0.5176
H -12.810 11.993 25.846 0.4204
H -11.204 11.645 26.116 0.2260
H -12.093 10.965 24.644 0.2455
H -11.866 13.986 25.056 0.2176
H -12.396 13.160 23.660 0.3383
H -9.999 13.948 23.832 0.2252
C -0.580 13.173 21.397 -1.4933
C -1.396 14.012 22.342 0.8758
O -0.940 13.837 23.643 -0.6507
H -0.973 13.262 20.384 0.3548
H -0.565 12.104 21.610 0.3350
H 0.453 13.521 21.369 0.3452
H -2.422 13.644 22.310 -0.3717
H -1.344 15.070 22.083 0.2468
H -1.542 14.278 24.246 0.3517
C -7.610 21.393 26.179 -1.1363
C -8.550 20.319 25.634 -0.0870
O -7.783 19.584 24.674 -0.2086
H -8.199 22.066 26.802 0.3630
H -7.094 21.891 25.358 0.2243
H -6.879 20.959 26.862 0.2917
H -9.437 20.706 25.131 0.4118
H -8.811 19.622 26.430 0.0466
H -8.414 18.986 24.266 0.1233
C -6.009 22.529 21.081 -1.9221
C -5.578 21.417 20.081 1.3946
C -4.339 21.994 19.345 -1.2443
C -3.562 20.902 18.477 -0.7285
C -3.261 19.706 19.414 -1.2941
C -4.496 19.053 20.210 2.0970
N -5.332 20.174 20.817 -0.1611
O -6.371 19.718 21.598 0.1842
C -5.380 18.289 19.099 -1.5850
C -4.014 18.083 21.286 -1.6812
C -6.770 21.340 19.056 -1.7595
H -5.593 22.387 22.079 0.4472
H -7.068 22.381 21.291 0.3803
H -5.792 23.564 20.816 0.3477
H -4.545 22.768 18.605 0.4463
H -3.636 22.437 20.051 0.4323
H -2.717 21.337 17.944 0.4336
H -4.270 20.581 17.713 0.2676
H -2.507 19.961 20.159 0.4973
H -2.691 19.006 18.803 0.3911
H -6.452 18.401 19.259 0.3119
H -5.117 18.482 18.059 0.3183
H -5.218 17.218 19.216 0.3707
H -3.163 18.454 21.856 0.3384
H -4.840 17.865 21.963 -0.1625
H -3.635 17.190 20.790 0.4034
H -6.894 22.294 18.543 0.4510
H -7.731 20.972 19.415 0.3797
H -6.536 20.590 18.300 0.4027
H -7.060 19.623 20.938 0.2075
C -6.454 13.133 27.860 -1.0386
O -6.778 12.815 26.515 0.4147
C -8.011 12.156 26.347 -0.7735
C -7.982 11.482 24.914 -1.0278
N -7.711 12.507 23.888 0.9019
C -7.402 11.962 22.580 -0.8932
C -6.914 13.068 21.626 -0.7502
O -5.758 13.691 22.219 0.0012
C -5.147 14.645 21.315 -0.9368
H -7.203 13.756 28.348 0.3035
H -5.501 13.662 27.875 0.2541
H -6.363 12.274 28.525 0.2949
H -8.792 12.910 26.437 0.2158
H -8.285 11.458 27.139 0.5577
H -8.880 10.882 24.763 0.3972
H -7.220 10.703 24.894 0.5063
H -8.681 12.788 23.874 -0.1242
H -8.311 11.594 22.104 0.2930
H -6.636 11.192 22.670 0.4915
H -7.655 13.828 21.379 0.3705
H -6.587 12.593 20.701 0.4670
H -4.119 14.788 21.648 0.0078
H -5.710 15.579 21.297 0.1788
H -5.090 14.212 20.316 0.6408
```

Properties
net charge: -1
frontier orbital gap: 5.148 eV
E_tot: -2388.28777 Eh
largest force on an atom: 9.111 eV/Å

# 2
Density functional theory data (ωB97M-V with the def2-TZVPD basis set) for an isolated ion of composition C4H10NOS2 and charge +1 in a non-equilibrium geometry.

Geometry as XYZ:
```
18
Properties=species:S:1:pos:R:3:nbo_charge:R:1
C 3.196 -0.447 1.717 -0.7489
S 1.899 -1.335 0.798 0.1610
S 0.799 -0.037 -0.242 0.0562
C -0.717 0.396 0.693 -0.5762
C -1.858 0.736 -0.262 -0.1559
N -1.771 2.217 -0.648 -0.6735
C -1.840 -0.065 -1.567 0.3726
O -2.694 -0.870 -1.809 -0.4179
H 3.063 0.585 2.021 0.2420
H 3.291 -1.037 2.610 0.2405
H 4.094 -0.608 1.130 0.2367
H -0.530 1.225 1.379 0.2179
H -0.988 -0.404 1.376 0.2763
H -2.822 0.586 0.225 0.2617
H -1.216 2.754 0.017 0.4513
H -2.706 2.623 -0.692 0.4533
H -1.358 2.310 -1.579 0.4460
H -1.071 0.111 -2.325 0.1568
```

Properties
ΔE to the lowest compared entry with this formula, charge and spin: 0.489 eV
structure (SMILES): CSSC[C@@H]([NH3+])C=O
net charge: +1
frontier orbital gap: 8.448 eV
E_tot: -1084.48943 Eh
largest force on an atom: 1.285 eV/Å

# 3
Density functional theory data (ωB97M-V with the def2-TZVPD basis set) for a 2-piece molecular cluster, C5H10NO overall in a non-equilibrium geometry.

Geometry as XYZ:
```
17
Properties=species:S:1:pos:R:3:nbo_charge:R:1
C -2.158 -1.431 0.246 -0.0558
C -1.614 1.057 0.366 -0.2369
C -1.056 0.627 -0.852 -0.2547
C 2.388 0.684 -0.199 -0.7946
C 1.522 -0.377 -0.432 0.4333
N -1.744 -0.292 -0.111 -0.2212
O 1.373 -1.401 0.412 -0.6028
H -1.967 -2.227 -0.454 0.2094
H -2.717 -1.592 1.192 0.2262
H -1.005 1.335 1.270 0.1964
H -2.588 1.517 0.407 0.2050
H -1.265 0.939 -1.817 0.2277
H 3.501 0.403 -0.209 0.3222
H 2.412 0.900 0.958 0.2591
H 2.274 1.688 -0.692 0.3018
H 1.006 -0.491 -1.441 0.2579
H 1.639 -1.340 1.355 0.5270
```

Properties
ΔE to the lowest compared entry with this formula, charge and spin: 6.284 eV
net charge: +1
frontier orbital gap (spin up / spin down): 6.877 / 6.878 eV
E_tot: -326.05088 Eh
largest force on an atom: 5.967 eV/Å

# 4
Density functional theory data (ωB97M-V with the def2-TZVPD basis set) for C18H27Cl5MnO3SSi as an isolated structure in a non-equilibrium geometry.

Geometry as XYZ:
```
56
Properties=species:S:1:pos:R:3:nbo_charge:R:1
Mn 0.171 -0.153 -2.196 1.0109
C -2.439 -1.390 1.401 -0.6385
C -1.860 -1.556 0.003 0.2826
C -2.942 -1.392 -1.066 -0.6178
C -1.160 -2.905 -0.135 -0.6356
O -0.881 -0.511 -0.242 -0.9852
Si 0.231 0.212 0.782 2.1924
S 1.374 1.167 -0.726 -0.8039
O 0.939 -1.003 1.576 -0.9705
C 2.021 -1.052 2.522 0.2839
C 2.925 -2.197 2.080 -0.6179
C 2.804 0.256 2.560 -0.6522
C 1.404 -1.334 3.889 -0.6237
O -0.444 1.184 1.886 -0.9688
C -1.068 2.481 1.823 0.2838
C 0.013 3.557 1.859 -0.6330
C -1.907 2.629 0.557 -0.6416
C -1.949 2.557 3.065 -0.6145
H -3.201 -2.149 1.578 0.2220
H -2.892 -0.405 1.511 0.2170
H -1.652 -1.493 2.150 0.2294
H -3.518 -2.309 -1.185 0.2207
H -2.472 -1.156 -2.024 0.2034
H -3.622 -0.578 -0.815 0.2174
H -1.852 -3.721 0.073 0.2175
H -0.324 -2.952 0.562 0.2359
H -0.773 -3.025 -1.150 0.2045
H 3.340 -1.980 1.095 0.2180
H 2.352 -3.123 2.022 0.2106
H 3.745 -2.331 2.787 0.2098
H 3.179 0.513 1.569 0.2326
H 3.654 0.157 3.235 0.2193
H 2.171 1.074 2.912 0.2195
H 0.877 -2.290 3.874 0.2097
H 0.689 -0.547 4.134 0.2194
H 2.180 -1.368 4.655 0.2101
H 0.667 3.460 0.993 0.2314
H 0.616 3.462 2.764 0.2108
H -0.448 4.545 1.845 0.2115
H -1.288 2.492 -0.331 0.2283
H -2.341 3.629 0.523 0.2188
H -2.718 1.899 0.531 0.2051
H -1.328 2.456 3.956 0.2142
H -2.670 1.738 3.055 0.2094
H -2.483 3.507 3.107 0.2102
Cl -1.116 2.246 -5.227 0.0284
C 0.071 0.998 -5.365 -0.0445
C 0.243 0.136 -4.291 -0.4665
C 1.218 -0.832 -4.493 0.0416
Cl 1.473 -1.903 -3.115 0.0602
C 1.996 -0.990 -5.628 -0.1475
Cl 3.186 -2.226 -5.740 0.0554
C 1.775 -0.105 -6.681 -0.0703
Cl 2.687 -0.254 -8.127 0.0685
C 0.806 0.893 -6.547 -0.0931
Cl 0.539 1.983 -7.851 0.0608
```

Properties
ΔE to the lowest compared entry with this formula, charge and spin: 0.530 eV
⟨S²⟩: 0.79
frontier orbital gap (spin up / spin down): 8.198 / 8.564 eV
E_tot: -5067.56199 Eh
largest force on an atom: 1.326 eV/Å
2S+1: 2